Entry 1:
This record from the OMol25 dataset describes a cluster of 2 separate species, C5H11NO in total. The level of theory is the ωB97M-V functional and the def2-TZVPD basis.

## Properties
* LUMO energy: -0.12295 hartree
* frontier orbital gap: 0.148 hartree
* HOMO energy: -0.271 Eh
* energy relative to the best compared isomer or geometry (same formula, charge and spin): 7.497 eV

Element x y z (Å)
1 O -2.4786 0.5597 -0.4301
2 C -2.2909 -0.2971 0.4220
3 C -1.0253 -0.7654 0.8607
4 C 0.2365 -0.2042 0.4024
5 C 1.3135 -1.3624 0.4332
6 C 0.2702 0.4948 -0.9206
7 N 2.8703 1.2240 -0.5578
8 H -3.1207 -0.8021 0.9614
9 H -0.9965 -1.5419 1.6158
10 H 0.5939 0.4856 1.2004
11 H 1.8469 -1.4381 1.3819
12 H 2.1095 -1.0739 -0.2480
13 H 0.9485 -2.3443 0.1336
14 H 1.3819 0.8227 -0.9429
15 H -0.2006 1.4790 -0.9420
16 H -0.1850 -0.1450 -1.6769
17 H 2.8638 1.8058 -1.3980
18 H 3.3201 1.7809 0.1723



Entry 2:
This record from the OMol25 dataset describes the molecule C5H11NO. The level of theory is the ωB97M-V functional and the def2-TZVPD basis.

## Properties
* LUMO energy: 0.03173 hartree
* frontier orbital gap: 0.297 hartree
* HOMO energy: -0.265 Eh
* energy relative to the best compared isomer or geometry (same formula, charge and spin): 1.478 eV
* SMILES: CN/C(C)=C(\C)O

Element x y z (Å)
1 C -1.4347 0.6807 1.7432
2 C 2.2408 0.1801 -0.2346
3 C -1.5188 -0.6522 -0.8754
4 N -0.4761 0.9434 0.6878
5 C 0.9380 -0.3687 -0.7494
6 C -0.2783 -0.0406 -0.2929
7 O 1.0372 -1.2673 -1.8082
8 H 1.9044 -1.1665 -2.2126
9 H 0.3997 1.2837 1.0622
10 H -1.4816 1.5552 2.3910
11 H -2.4202 0.5227 1.3099
12 H -1.1785 -0.1953 2.3554
13 H 2.4883 1.1327 -0.7085
14 H 2.2071 0.3358 0.8425
15 H 3.0475 -0.5239 -0.4391
16 H -2.2636 0.1190 -1.0609
17 H -1.2674 -1.1439 -1.8095
18 H -1.9437 -1.3951 -0.2009



Entry 3:
This record from the OMol25 dataset describes the molecule C5H11NO. The level of theory is the ωB97M-V functional and the def2-TZVPD basis.

## Properties
* LUMO energy: 0.02778 hartree
* frontier orbital gap: 0.389 hartree
* HOMO energy: -0.361 Eh
* energy relative to the best compared isomer or geometry (same formula, charge and spin): 1.131 eV
* SMILES: CCCCC(N)=O

Element x y z (Å)
1 C -1.6978 -0.3888 1.8369
2 C -1.6710 0.2720 0.4794
3 C -0.7310 -0.1483 -0.5326
4 C 0.6857 0.2164 -0.3301
5 C 1.6768 -0.3862 -1.2557
6 N 2.8217 0.3051 -1.1266
7 O 1.4585 -1.3091 -2.0374
8 H -1.7608 -1.5544 1.8228
9 H -0.6764 -0.2470 2.3184
10 H -2.5436 -0.1637 2.5194
11 H -1.2767 1.2828 0.6541
12 H -2.6823 0.2035 0.1420
13 H -0.8981 0.2664 -1.5459
14 H -0.8332 -1.2611 -0.6207
15 H 1.0514 0.0299 0.6796
16 H 0.7765 1.2477 -0.5073
17 H 3.5208 0.3821 -1.8487
18 H 2.7795 1.2527 -0.6475



Entry 4:
This record from the OMol25 dataset describes a cluster of 2 separate species, C5H11NO in total. The level of theory is the ωB97M-V functional and the def2-TZVPD basis.

## Properties
* LUMO energy: 0.02961 hartree
* frontier orbital gap: 0.323 hartree
* HOMO energy: -0.294 Eh
* energy relative to the best compared isomer or geometry (same formula, charge and spin): 1.806 eV
* SMILES: C=C(N)/C=C/C.O

Element x y z (Å)
1 N 1.6060 0.0277 -1.1651
2 C 0.5274 -0.8347 -1.3000
3 C 0.4449 -1.7811 -2.2233
4 C -2.1424 0.5501 1.1495
5 C -0.8897 0.4284 0.3449
6 C -0.5763 -0.6687 -0.3465
7 H 1.3690 0.9333 -0.7665
8 H 2.1570 0.1173 -2.0062
9 H 1.2548 -1.8668 -2.9282
10 H -0.4072 -2.4273 -2.1510
11 H -2.9420 -0.0310 0.6819
12 H -2.5070 1.5807 1.0619
13 H -2.0865 0.3379 2.2172
14 H -0.2475 1.2952 0.3419
15 H -1.2514 -1.4959 -0.1524
16 H 2.2006 1.8540 2.8582
17 H 1.4327 0.6469 2.3214
18 O 2.0577 1.3341 2.0622



Entry 5:
This record from the OMol25 dataset describes the molecule C5H11NO. The level of theory is the ωB97M-V functional and the def2-TZVPD basis.

## Properties
* LUMO energy: 0.02616 hartree
* frontier orbital gap: 0.386 hartree
* HOMO energy: -0.360 Eh
* energy relative to the best compared isomer or geometry (same formula, charge and spin): 2.290 eV
* SMILES: CC(C)[C@H](N)C=O

Element x y z (Å)
1 O -1.3556 -1.4141 1.2477
2 C -1.4893 -1.0054 0.0604
3 C -0.3631 -0.2372 -0.5786
4 C 0.8878 0.0648 0.3572
5 C 2.2025 -0.0084 -0.4344
6 C 0.5612 1.3372 1.0106
7 N -0.8612 0.8109 -1.5329
8 H -2.4615 -1.1564 -0.4854
9 H -0.0160 -1.0514 -1.2837
10 H 0.8257 -0.8266 1.1012
11 H 2.5786 0.8748 -0.8870
12 H 2.8041 -0.2482 0.3884
13 H 2.1614 -0.7379 -1.2863
14 H 1.0480 2.1679 0.4100
15 H 0.8329 1.3749 2.0445
16 H -0.5161 1.4931 1.0516
17 H -0.0650 1.2322 -1.9230
18 H -1.1136 1.6083 -0.8731



Entry 6:
This record from the OMol25 dataset describes the molecule C5H11NO. The level of theory is the ωB97M-V functional and the def2-TZVPD basis.

## Properties
* LUMO energy: 0.02781 hartree
* frontier orbital gap: 0.371 hartree
* HOMO energy: -0.343 Eh
* energy relative to the best compared isomer or geometry (same formula, charge and spin): 1.945 eV
* SMILES: CCC(=O)N(C)C

Element x y z (Å)
1 C -0.9927 -0.4431 -0.6672
2 C -1.5926 -0.3869 -2.1831
3 C 0.4901 -0.2928 -0.6169
4 N 0.7728 0.1647 0.6533
5 C 2.1800 0.5424 1.0889
6 C -0.2659 0.3086 1.7448
7 O 1.2783 -0.6923 -1.4928
8 H -1.4351 -1.3752 -0.2467
9 H -1.5728 0.3315 -0.2282
10 H -2.7074 -0.5027 -2.2578
11 H -1.2313 0.6097 -2.5050
12 H -0.9438 -1.1416 -2.7619
13 H 2.4158 -0.0446 1.9683
14 H 2.8894 0.2146 0.1905
15 H 2.1503 1.5693 1.2550
16 H -1.0422 0.8470 1.3167
17 H -0.5398 -0.6400 2.2659
18 H 0.1469 0.9312 2.4759



Entry 7:
This record from the OMol25 dataset describes the molecule C5H11NO. The level of theory is the ωB97M-V functional and the def2-TZVPD basis.

## Properties
* LUMO energy (alpha / beta): 0.02390 / 0.02401 hartree
* frontier orbital gap (alpha / beta): 0.280 / 0.280 hartree
* HOMO energy (alpha / beta): -0.256 / -0.256 Eh
* energy relative to the best compared isomer or geometry (same formula, charge and spin): 3.699 eV

Element x y z (Å)
1 C -1.8255 -0.9394 -0.5270
2 C -1.5318 0.1536 0.4949
3 N -0.0943 0.4948 0.6439
4 C 0.4925 0.5697 1.8470
5 C 0.6273 0.8599 -0.4268
6 C 1.9816 0.2851 -0.6923
7 O 1.8962 -0.7498 -1.6776
8 H -2.9046 -0.9865 -0.7128
9 H -1.5051 -1.9252 -0.1730
10 H -1.3306 -0.7355 -1.4813
11 H -2.0313 1.0839 0.2004
12 H -1.9006 -0.1114 1.4901
13 H 1.2198 1.3539 1.9868
14 H 0.2974 -0.1611 2.6202
15 H 0.0912 1.3116 -1.2545
16 H 2.6740 1.0147 -1.1211
17 H 2.4300 -0.0971 0.2364
18 H 1.3290 -1.4327 -1.2938



Entry 8:
This record from the OMol25 dataset describes a cluster of 2 separate species, C5H11NO in total. The level of theory is the ωB97M-V functional and the def2-TZVPD basis.

## Properties
* LUMO energy: 0.03079 hartree
* frontier orbital gap: 0.340 hartree
* HOMO energy: -0.309 Eh
* energy relative to the best compared isomer or geometry (same formula, charge and spin): 2.154 eV
* SMILES: C=C(C)O.C=NC

Element x y z (Å)
1 C 0.9594 -2.1774 2.2466
2 C 0.6357 -1.0660 1.5918
3 O -0.6632 -0.6475 1.5497
4 C 1.6359 -0.2254 0.8386
5 H 1.9966 -2.4719 2.2996
6 H 0.2107 -2.8303 2.6674
7 H -0.8782 -0.2015 0.7108
8 H 2.6191 -0.6798 0.9366
9 H 1.3828 -0.2380 -0.2175
10 H 1.6285 0.7936 1.2208
11 C -1.0992 2.1956 -1.4560
12 C -1.2792 -0.0630 -1.9905
13 N -1.0004 0.7955 -1.1108
14 H -1.6775 2.6959 -0.6787
15 H -1.5468 2.3854 -2.4373
16 H -0.0972 2.6218 -1.4338
17 H -1.0675 -1.1115 -1.8067
18 H -1.7596 0.2243 -2.9308



Entry 9:
This record from the OMol25 dataset describes the molecule C5H11NO. The level of theory is the ωB97M-V functional and the def2-TZVPD basis.

## Properties
* LUMO energy: 0.03995 hartree
* frontier orbital gap: 0.382 hartree
* HOMO energy: -0.342 Eh
* energy relative to the best compared isomer or geometry (same formula, charge and spin): 2.199 eV
* SMILES: C[C@H]1CN1CCO

Element x y z (Å)
1 C 2.3109 -0.4804 -1.2119
2 C 1.1685 -0.5813 -0.2385
3 C 0.8926 0.3053 0.9204
4 N 0.0837 0.3715 -0.2982
5 C -1.2161 -0.2766 -0.2920
6 C -2.3009 0.5273 0.4208
7 O -2.0044 0.8345 1.7680
8 H 2.0003 -0.8856 -2.1810
9 H 3.1626 -1.0720 -0.8656
10 H 2.6420 0.5515 -1.3586
11 H 0.7763 -1.6062 -0.0825
12 H 1.4763 1.2064 1.1095
13 H 0.4899 -0.1623 1.8187
14 H -1.5251 -0.3859 -1.3405
15 H -1.1030 -1.3204 0.1123
16 H -2.5257 1.4492 -0.1391
17 H -3.2129 -0.0763 0.4439
18 H -1.3144 1.5090 1.7604



Entry 10:
This record from the OMol25 dataset describes a cluster of 2 separate species, C5H11NO in total. The level of theory is the ωB97M-V functional and the def2-TZVPD basis.

## Properties
* LUMO energy: 0.03770 hartree
* frontier orbital gap: 0.385 hartree
* HOMO energy: -0.347 Eh
* energy relative to the best compared isomer or geometry (same formula, charge and spin): 1.745 eV
* SMILES: C/N=C(\C)O.C=C

Element x y z (Å)
1 C 1.9172 -0.5356 -2.6399
2 C 2.0091 0.3919 -1.6902
3 N 0.0768 0.2556 0.7794
4 C 0.1529 0.6833 2.1562
5 C -1.0082 -0.1981 0.3049
6 O -1.0493 -0.6145 -0.9768
7 C -2.3452 -0.3691 0.9825
8 H 2.3025 -1.5415 -2.4905
9 H 1.4565 -0.3280 -3.6029
10 H -0.1485 -0.4947 -1.3361
11 H 1.6201 1.3981 -1.8296
12 H 2.4488 0.1829 -0.7202
13 H 0.5798 1.6920 2.1982
14 H -0.8047 0.6974 2.6963
15 H 0.8377 0.0245 2.7041
16 H -3.0892 -0.6866 0.2507
17 H -2.6754 0.5672 1.4419
18 H -2.2808 -1.1248 1.7720